Below is a structure of composition C25H16N7O4Ti at a distorted geometry, with properties calculated with ωB97M-V with the def2-TZVPD basis set.

Element x y z (Å)
Ti (-0.2411, -0.3355, 1.5535)
O (-2.6378, -1.8777, 4.6514)
C (-1.6687, -1.5730, 3.7908)
O (-1.7945, -0.6016, 2.9755)
C (-0.4680, -2.3325, 3.7705)
C (-0.1534, -3.5455, 4.4190)
C (1.0161, -4.1755, 4.0756)
C (1.8666, -3.6316, 3.0773)
C (1.5269, -2.4306, 2.5225)
N (0.4032, -1.7848, 2.8852)
C (2.2319, -1.7351, 1.3684)
O (3.1132, -2.2689, 0.7466)
O (1.7042, -0.5510, 1.1219)
H (-3.3775, -1.2750, 4.5032)
H (-0.8272, -3.9688, 5.1501)
H (1.2794, -5.1108, 4.5499)
H (2.7559, -4.1481, 2.7466)
C (-0.3698, 3.7439, 3.3119)
C (-0.3822, 2.3637, 3.1738)
N (-0.3109, 1.7943, 1.9704)
C (-0.2315, 2.6116, 0.9083)
C (-0.2321, 3.9912, 1.0727)
N (-0.2958, 4.5593, 2.2680)
C (-0.1982, 1.9303, -0.4051)
C (0.0776, 2.5377, -1.6213)
C (0.1488, 1.7575, -2.7686)
C (-0.0763, 0.3835, -2.6546)
C (-0.3676, -0.1492, -1.4170)
N (-0.4444, 0.6237, -0.3267)
C (-0.6520, -1.5882, -1.1526)
C (-0.5319, -2.5865, -2.1090)
N (-0.8588, -3.8430, -1.8358)
C (-1.2861, -4.1127, -0.6095)
C (-1.3551, -3.1354, 0.3773)
N (-1.0409, -1.8758, 0.0946)
C (0.4685, 2.3572, -4.0801)
C (1.3224, 1.7099, -4.9669)
C (1.6011, 2.3149, -6.1834)
N (1.0889, 3.4825, -6.5578)
C (0.2734, 4.0944, -5.7064)
C (-0.0640, 3.5820, -4.4620)
H (-0.4237, 4.1887, 4.2972)
H (-0.4516, 1.7028, 4.0274)
H (-0.1850, 4.6461, 0.2123)
H (0.2814, 3.5977, -1.6659)
H (-0.0396, -0.2389, -3.5364)
H (-0.1613, -2.3737, -3.1026)
H (-1.5640, -5.1349, -0.3875)
H (-1.6466, -3.3644, 1.3949)
H (1.7967, 0.7698, -4.7171)
H (2.2751, 1.8352, -6.8831)
H (-0.1407, 5.0404, -6.0349)
H (-0.7529, 4.1304, -3.8325)

Cartesian forces (eV/Å) of the 2 atoms listed first:
-0.20 -0.93 0.92
0.14 -0.06 -0.07

Calculated values
HOMO (alpha / beta) in Eh: -0.3341 / -0.4562
Net charge: +1
Expectation value of S²: 2.014
Energy above the lowest of the compared OMol25 structures with the same formula, charge and spin in kcal/mol: 0.00
Spin multiplicity: 3

Mulliken population analysis, charges in e, atoms 1 to 8:
1 Ti 0.033
2 O -0.485
3 C 0.426
4 O -0.575
5 C 0.400
6 C -0.848
7 C -0.281
8 C -0.617